The following is a DFT calculation (ωB97M-V/def2-TZVPD) of C37H39AsMgN3S3 as an isolated structure.

The geometry in XYZ format:
```
84
Properties=species:S:1:pos:R:3:lowdin_charge:R:1
Mg -0.301 -0.608 0.115 0.29
S -1.145 0.536 -1.796 0.49
C -2.290 -0.808 -2.100 -0.69
C -2.633 -1.078 -3.429 -0.16
C -3.521 -2.084 -3.767 -0.13
C -4.082 -2.862 -2.760 -0.13
C -3.740 -2.620 -1.442 -0.15
C -2.852 -1.601 -1.072 -0.71
S -2.497 -1.381 0.664 0.49
H -2.179 -0.472 -4.203 0.09
H -3.765 -2.263 -4.807 0.09
H -4.776 -3.658 -3.001 0.09
H -4.165 -3.227 -0.652 0.09
C 6.483 1.578 4.841 -0.05
C 5.173 0.960 4.434 -0.27
C 4.812 -0.314 4.828 -0.02
C 3.607 -0.911 4.441 -0.28
C 3.382 -2.308 4.976 -0.06
C 2.723 -0.201 3.619 -0.27
As 0.929 -0.705 2.938 1.31
N 1.281 -1.152 1.195 -0.35
C 2.343 -1.902 0.703 -0.40
C 3.256 -2.621 1.483 -0.06
C 4.302 -3.329 0.902 -0.10
C 4.476 -3.356 -0.474 -0.13
C 3.572 -2.652 -1.264 -0.11
C 2.534 -1.940 -0.691 -0.08
C 0.360 -2.236 4.046 -0.30
C 0.003 -3.514 3.597 -0.25
C 0.035 -3.945 2.153 -0.05
C -0.451 -4.449 4.532 -0.02
C -0.598 -4.155 5.876 -0.28
C -1.065 -5.193 6.863 -0.06
C -0.310 -2.860 6.286 -0.03
C 0.151 -1.899 5.398 -0.31
C 0.415 -0.515 5.942 -0.08
C 3.075 1.107 3.226 -0.28
C 2.180 1.969 2.369 -0.10
C 4.281 1.660 3.630 -0.02
H 7.041 0.918 5.507 0.07
H 6.329 2.529 5.355 0.08
H 7.104 1.783 3.967 0.07
H 5.490 -0.887 5.456 0.11
H 4.331 -2.848 4.978 0.08
H 2.661 -2.889 4.414 0.05
H 3.022 -2.273 6.009 0.09
H 3.136 -2.640 2.556 0.06
H 4.984 -3.876 1.544 0.09
H 5.293 -3.907 -0.921 0.08
H 3.680 -2.647 -2.343 0.10
H 1.871 -1.371 -1.337 0.06
H -0.602 -3.306 1.539 0.02
H -0.340 -4.965 2.070 0.07
H 1.039 -3.920 1.734 0.06
H -0.712 -5.441 4.177 0.11
H -1.297 -6.134 6.366 0.07
H -1.962 -4.862 7.391 0.08
H -0.300 -5.392 7.617 0.08
H -0.452 -2.584 7.328 0.11
H 0.194 -0.486 7.009 0.07
H -0.206 0.234 5.445 0.07
H 1.453 -0.202 5.809 0.06
H 1.181 2.065 2.797 0.05
H 2.065 1.551 1.365 0.06
H 2.615 2.962 2.279 0.07
H 4.533 2.663 3.298 0.11
N 1.238 2.872 -1.615 0.08
C 2.531 2.467 -1.596 -0.89
S 3.013 1.103 -2.402 0.68
N 3.344 3.311 -0.892 0.05
C 4.641 3.091 -0.399 -0.26
C 5.191 1.824 -0.238 -0.05
C 6.458 1.701 0.314 -0.08
C 7.183 2.813 0.719 -0.11
C 6.618 4.074 0.574 -0.10
C 5.357 4.212 0.017 -0.04
H 0.578 2.299 -2.123 -0.01
H 0.885 3.564 -0.978 0.10
H 2.964 4.222 -0.688 0.13
H 4.629 0.948 -0.530 0.05
H 6.871 0.708 0.443 0.11
H 8.170 2.701 1.149 0.09
H 7.158 4.957 0.893 0.10
H 4.919 5.198 -0.098 0.11
```

Results
Electronic energy ... -5228.23417 Ha
Highest occupied orbital energy ... -4.39 eV
F_max ... 0.41 eV Å⁻¹
Spin multiplicity ... 1
LUMO ... 2.300 eV
Gap between HOMO and LUMO ... 6.6859 eV
Total charge ... -1


The following is a DFT calculation (ωB97M-V/def2-TZVPD) of C37H39BClCoN9O4 as an isolated structure.

The geometry in XYZ format:
```
92
Properties=species:S:1:pos:R:3:lowdin_charge:R:1
Co 0.285 -0.231 0.466 0.57
C -3.317 1.257 1.270 -0.04
C -2.778 1.239 2.691 -0.33
C -2.752 2.660 3.284 -0.06
C -1.492 0.509 3.068 -0.23
C -1.285 0.261 4.434 -0.02
C -0.061 -0.346 4.520 -0.05
N 0.437 -0.443 3.286 0.00
N -0.424 0.064 2.371 0.08
B 1.759 -1.123 2.933 -0.54
N 1.491 -2.296 1.989 0.00
C 1.766 -3.571 2.268 -0.05
C 1.319 -4.337 1.225 -0.02
C 0.746 -3.440 0.311 -0.23
N 0.850 -2.184 0.799 0.08
C 0.225 -4.034 -0.993 -0.33
C 1.403 -4.609 -1.799 -0.06
C -0.734 -3.286 -1.903 -0.04
N 2.787 -0.136 2.365 -0.03
C 3.969 0.156 2.923 -0.08
C 4.603 1.080 2.127 -0.02
C 3.713 1.306 1.067 -0.27
N 2.607 0.562 1.215 0.14
C 3.970 2.257 -0.075 -0.36
C 2.971 3.409 -0.113 -0.05
C 4.061 1.546 -1.421 -0.05
H -4.208 1.889 1.260 0.09
H -2.628 1.649 0.525 0.07
H -3.617 0.269 0.947 0.06
H -3.532 0.699 3.272 0.14
H -1.977 3.283 2.836 0.06
H -3.709 3.153 3.106 0.08
H -2.569 2.647 4.358 0.07
H -1.968 0.483 5.236 0.11
H 0.495 -0.727 5.360 0.12
H 2.216 -1.574 3.950 0.12
H 2.252 -3.830 3.193 0.12
H 1.370 -5.408 1.126 0.11
H -0.337 -4.907 -0.644 0.14
H 2.083 -3.834 -2.154 0.05
H 1.995 -5.307 -1.209 0.07
H 1.028 -5.139 -2.677 0.08
H -0.383 -2.308 -2.230 0.06
H -0.892 -3.897 -2.795 0.09
H -1.696 -3.145 -1.432 0.06
H 4.265 -0.316 3.846 0.12
H 5.568 1.534 2.277 0.10
H 4.955 2.683 0.136 0.13
H 1.954 3.026 -0.170 0.04
H 3.042 4.023 0.786 0.09
H 3.145 4.050 -0.981 0.08
H 3.147 0.993 -1.620 0.04
H 4.212 2.263 -2.232 0.08
H 4.888 0.834 -1.436 0.09
O -0.183 4.420 -5.342 0.09
N -0.565 4.320 -4.196 -0.33
O -1.277 5.126 -3.634 0.08
C -0.113 3.143 -3.413 -0.05
C 0.447 2.142 -4.120 0.09
C 0.885 0.946 -3.466 -0.12
C 1.615 -0.076 -4.098 0.03
C 2.067 -1.123 -3.340 -0.01
C 1.734 -1.179 -1.979 -0.10
N 1.000 -0.264 -1.388 0.08
C 0.617 0.808 -2.110 -0.14
C 0.043 1.889 -1.368 -0.13
N -0.018 1.676 -0.037 0.07
C -0.291 2.691 0.747 -0.10
C -0.582 3.962 0.238 -0.01
C -0.609 4.171 -1.114 0.03
C -0.274 3.106 -1.977 -0.05
H 0.572 2.253 -5.187 0.14
H 1.841 -0.009 -5.155 0.13
H 2.667 -1.914 -3.768 0.12
H 2.060 -1.991 -1.346 0.11
H -0.275 2.485 1.806 0.12
H -0.795 4.768 0.926 0.12
H -0.853 5.142 -1.513 0.11
Cl -6.969 -2.678 -1.601 0.62
C -5.370 -2.112 -1.187 -0.68
C -4.713 -1.212 -2.033 -0.11
C -3.458 -0.762 -1.718 -0.02
C -2.762 -1.174 -0.539 -0.44
O -1.600 -0.726 -0.295 -0.11
C -3.465 -2.095 0.306 -0.15
C -2.932 -2.636 1.558 -0.22
O -1.858 -2.420 2.076 0.04
C -4.751 -2.538 -0.042 -0.08
H -5.206 -0.875 -2.937 0.10
H -2.945 -0.063 -2.369 0.11
H -3.648 -3.328 2.058 0.12
H -5.259 -3.234 0.616 0.11
```

Results
Electronic energy ... -4094.97222 Ha
Energy above the lowest of the compared OMol25 structures with the same formula, charge and spin ... 0.1376 eV
Highest occupied orbital energy (spin up / spin down) ... -7.00 / -6.98 eV
F_max ... 0.40 eV Å⁻¹
Spin multiplicity ... 2
LUMO (spin up / spin down) ... -1.564 / -1.567 eV
Gap between HOMO and LUMO (spin up / spin down) ... 5.4402 / 5.4135 eV


Q: The highest spin multiplicity belongs to which entry?
A: C37H39BClCoN9O4


Q: Which of these has the lowest spin multiplicity?
A: C37H39AsMgN3S3